{
  "formula": "C3H8N4O",
  "method": "the ωB97M-V functional and the def2-TZVPD basis",
  "species": ["C", "C", "N", "N", "N", "C", "O", "N", "H", "H", "H", "H", "H", "H", "H", "H"],
  "xyz": [[-0.4046, -0.8218, 0.0079], [0.8610, -0.5371, -0.3776], [-1.9881, 0.9770, -0.0630], [-1.2630, -1.8998, -0.1898], [1.7721, 1.5313, 0.6106], [0.7938, 0.9154, -0.1579], [1.9682, -1.3605, -0.4662], [-0.8059, 0.4299, 0.4929], [2.6082, -0.9513, -1.0591], [-2.3739, 0.4002, -0.8084], [-2.6774, 1.0895, 0.6710], [-1.8176, -2.1268, 0.6260], [-0.7861, -2.7144, -0.5502], [1.6215, 2.5102, 0.8034], [2.0438, 1.0111, 1.4335], [0.4481, 1.5472, -0.9732]],
  "atomic_forces_ev_per_a": [[0.43, 0.05, -0.78], [-0.28, -0.44, 0.33], [0.05, 0.02, -0.21], [0.03, 0.10, 0.29], [-0.03, -0.01, 0.10], [-1.23, -0.10, 0.46], [-0.07, 0.20, -0.10], [1.01, 0.30, -0.07], [-0.07, -0.07, -0.01], [0.09, -0.01, 0.14], [0.11, -0.01, -0.09], [0.04, -0.04, -0.03], [-0.04, 0.04, 0.02], [0.01, -0.07, -0.01], [-0.05, 0.05, -0.04], [0.00, -0.02, -0.02]],
  "smiles": "NC1=C(O)[C@H](N)N1N",
  "e_tot_ha": -413.283431,
  "spin_multiplicity": 1,
  "orbital_gap_ev": 8.2,
  "fmax_ev_per_a": 1.32,
  "e_lumo_ha": 0.0348,
  "relative_energy_ev": 3.609
}